Record 1
{
  "formula": "C6H12OS",
  "method": "ωB97M-V with the def2-TZVPD basis set",
  "charge": 0,
  "smiles": "C=C[C@@H](O)C(C)(C)S",
  "e_homo_ev": -9.34,
  "homo_lumo_gap_ha": 0.36878,
  "species": ["C", "C", "C", "O", "C", "C", "C", "S", "H", "H", "H", "H", "H", "H", "H", "H", "H", "H", "H", "H"],
  "positions_angstrom": [[-2.44257, -0.54958, 0.91252], [-1.60666, -0.64194, -0.08736], [-0.11922, -0.85948, 0.33795], [0.31783, -2.09639, -0.19809], [0.76812, 0.37985, -0.24474], [0.97236, 0.49233, -1.70531], [0.32399, 1.62937, 0.42176], [2.52693, -0.13471, 0.35877], [-3.51948, -0.59039, 0.81561], [-2.10834, -0.73704, 1.88419], [-1.97681, -0.39199, -1.12356], [-0.05286, -0.88105, 1.36181], [1.26707, -2.05366, 0.04611], [1.13678, -0.49568, -2.14693], [0.08295, 0.92774, -2.21490], [1.82351, 1.24748, -1.84578], [1.02207, 2.04399, 1.15503], [-0.55423, 1.22551, 1.01908], [-0.07262, 2.31093, -0.21619], [2.21120, -0.82530, 1.47003]],
  "atomic_forces_ev_per_a": [[-1.81, -0.93, -0.35], [1.30, 0.63, -0.50], [-1.09, 1.13, -5.75], [0.63, 0.53, 0.52], [1.24, -2.50, 2.19], [-0.04, 0.93, -1.31], [-0.79, -2.28, 3.70], [-0.19, 0.26, -0.20], [-0.10, 0.65, -0.26], [0.53, -0.12, 1.52], [0.95, -0.77, 1.00], [0.08, 0.31, 2.60], [-0.30, -0.64, -0.59], [0.42, 0.36, -0.08], [0.44, -0.18, 0.40], [-1.01, -1.29, -0.24], [-0.05, 0.10, -0.48], [0.79, 1.29, -0.24], [-0.87, 2.26, -1.96], [-0.10, 0.28, 0.04]],
  "mulliken_charge": [-0.711, -0.440, -0.695, -0.542, 1.225, -1.500, -1.307, -0.243, 0.295, 0.282, 0.264, 0.653, 0.461, 0.322, 0.361, 0.433, 0.275, 0.331, 0.382, 0.155]
}



Record 2
{
  "formula": "C6H12OS",
  "method": "ωB97M-V with the def2-TZVPD basis set",
  "charge": 0,
  "e_homo_ev": [-6.66, -6.67],
  "homo_lumo_gap_ha": [0.17849, 0.17932],
  "species": ["C", "C", "C", "C", "C", "C", "O", "S", "H", "H", "H", "H", "H", "H", "H", "H", "H", "H", "H", "H"],
  "positions_angstrom": [[0.23469, -1.33902, -0.44574], [0.74198, 0.81993, -1.45700], [0.85366, 0.59304, 1.12855], [2.55782, -0.44914, -0.21005], [-3.77723, -0.36718, 0.85986], [1.04297, -0.10801, -0.19334], [-0.10229, -2.10714, -1.23957], [-2.60787, 0.74261, 0.17278], [1.05571, 1.86479, -1.12490], [-0.37414, 0.85810, -1.71895], [1.43277, 0.36428, -2.32731], [1.70871, 0.59178, 1.79362], [-0.11136, 0.15137, 1.58398], [0.60649, 1.62133, 0.85568], [2.93042, -1.53365, -0.29692], [2.97325, 0.11218, -1.03840], [3.04975, -0.04697, 0.70107], [-3.52869, -0.49157, 1.92252], [-3.85221, -1.30502, 0.24376], [-4.83443, 0.02833, 0.79035]],
  "atomic_forces_ev_per_a": [[-1.70, 0.26, -2.30], [0.20, -0.62, -0.81], [-3.38, 0.00, 0.71], [1.77, -1.25, 0.02], [-1.81, -0.84, -0.14], [1.68, 0.02, -0.14], [0.88, 0.89, 1.99], [1.65, 0.35, -0.84], [-0.19, -1.45, -0.75], [1.60, -0.17, 0.35], [-1.92, 1.41, 1.69], [-0.19, -0.28, 0.02], [1.52, 1.07, -0.25], [-0.08, -0.01, 0.56], [-1.02, 1.44, -0.05], [0.36, -0.19, -0.18], [-0.36, -0.46, -0.72], [-0.38, -0.62, -0.36], [0.33, 0.51, 1.01], [1.05, -0.05, 0.19]],
  "mulliken_charge": [-0.122, -1.476, -1.231, -1.279, -0.730, 1.883, -0.231, -0.398, 0.363, 0.316, 0.401, 0.386, 0.199, 0.316, 0.314, 0.319, 0.292, 0.217, 0.213, 0.249]
}



What max |F| values result from the calculations? In sequence: 6.0 3.5 eV/Å.
What relative energy (zero: lowest compared OMol25 entry of this formula, charge and spin) values result from the calculations? In sequence: 46.5 109.4 kcal per mole.